26
Properties=species:S:1:pos:R:3 method="wB97M-V/def2-TZVPD" e_homo_ha=-0.2699 total_charge=-1 gap_ev=10.4
B 14.1975 -9.6675 -18.5029
F 13.1854 -9.2451 -17.7625
F 15.1946 -10.2388 -17.6622
F 13.7793 -10.5422 -19.4393
F 14.6248 -8.5253 -19.1997
O 15.7014 -11.6413 -15.3882
H 15.4594 -11.3703 -16.2583
H 15.0968 -12.3733 -15.2649
O 12.7369 -6.4610 -19.1162
H 13.3963 -7.1574 -19.1217
H 12.6487 -6.1077 -20.0116
O 10.3717 -7.6633 -18.5414
H 9.8114 -6.9459 -18.5724
H 11.2628 -7.2198 -18.3806
O 10.9529 -10.7052 -19.2685
H 11.0437 -11.4457 -19.8513
H 11.8067 -10.3375 -19.3458
O 16.1897 -7.3876 -16.7547
H 16.3325 -8.0741 -17.4130
H 15.7280 -6.7542 -17.2480
O 13.0375 -12.2548 -16.7987
H 13.4017 -12.7160 -17.5633
H 13.3479 -11.3241 -16.8181
O 11.8734 -9.9393 -14.8442
H 12.5328 -9.3019 -15.0309
H 12.2668 -10.5358 -14.2055